# C51H63F40N2O18P2S

A 10-piece molecular cluster, C51H63F40N2O18P2S overall (wB97M-V/def2-TZVPD, the Open Molecules 2025 dataset).

## Properties
Net charge = +1
Highest occupied orbital energy = -11.377 eV

```
177
C51H63F40N2O18P2S | the Open Molecules 2025 dataset | wB97M-V/def2-TZVPD
C 2.70 -1.17 -2.15
C 2.93 -1.80 -0.77
P 1.94 -3.31 -0.59
C 2.30 -4.06 1.04
C 2.76 -5.52 0.85
C 0.22 -2.72 -0.61
C -0.65 -3.08 -1.62
N -1.85 -2.48 -1.38
C -1.80 -1.75 -0.27
C -2.92 -0.93 0.25
C -2.70 0.57 0.06
C -2.29 0.91 -1.34
F -2.97 0.14 -2.23
F -0.99 0.61 -1.51
C -2.47 2.42 -1.72
F -2.76 3.08 -0.58
F -1.34 2.94 -2.20
C -3.66 2.74 -2.67
F -4.73 2.15 -2.09
F -3.85 4.05 -2.65
C -3.62 2.26 -4.17
F -4.30 1.12 -4.27
F -4.26 3.20 -4.89
C -2.25 2.07 -4.87
F -1.50 1.19 -4.20
F -2.54 1.53 -6.06
C -1.44 3.40 -5.13
F -1.95 4.40 -4.42
F -1.48 3.71 -6.41
F -0.18 3.22 -4.77
N -0.56 -1.87 0.24
P -0.02 -1.06 1.71
S 0.86 0.62 1.54
H 2.80 -0.10 -2.09
H 1.71 -1.38 -2.53
H 3.41 -1.57 -2.86
H 3.97 -2.07 -0.67
H 2.72 -1.05 -0.01
H 3.07 -3.49 1.55
H 1.43 -4.06 1.68
H 1.91 -6.16 1.04
H 3.56 -5.75 1.50
H 3.05 -5.68 -0.18
H -0.44 -3.70 -2.46
H -2.66 -2.56 -1.98
H -3.83 -1.23 -0.24
H -3.03 -1.15 1.30
H -1.95 0.94 0.74
H -3.61 1.07 0.34
H 0.66 -2.08 2.36
H -1.23 -0.94 2.39
C 9.39 -7.78 0.44
C 8.07 -7.95 1.16
O 7.59 -6.68 1.67
C 6.94 -5.92 0.81
O 6.69 -6.14 -0.34
C 6.45 -4.65 1.53
F 7.39 -4.12 2.31
F 5.38 -4.96 2.30
F 6.07 -3.73 0.65
H 10.12 -7.30 1.08
H 9.77 -8.76 0.14
H 9.27 -7.17 -0.45
H 8.19 -8.57 2.05
H 7.31 -8.40 0.53
C -2.11 7.24 -5.93
C -1.52 8.39 -5.14
O -0.28 8.84 -5.72
C -0.39 9.68 -6.74
O -1.39 10.10 -7.23
C 1.02 10.10 -7.21
F 1.83 9.04 -7.27
F 1.53 10.98 -6.34
F 0.95 10.66 -8.41
H -1.38 6.43 -6.03
H -3.00 6.86 -5.44
H -2.38 7.56 -6.94
H -1.26 8.07 -4.13
H -2.22 9.22 -5.07
C 2.80 -10.24 -3.66
C 1.66 -10.04 -2.70
O 2.04 -10.38 -1.34
C 2.68 -9.45 -0.67
O 2.98 -8.35 -1.02
C 2.99 -9.96 0.75
F 3.46 -11.21 0.74
F 1.88 -9.92 1.50
F 3.90 -9.17 1.32
H 3.18 -11.26 -3.59
H 2.47 -10.06 -4.68
H 3.63 -9.57 -3.44
H 0.83 -10.71 -2.92
H 1.28 -9.02 -2.72
C -3.00 6.85 -1.37
C -2.39 6.57 -0.02
O -1.56 7.67 0.42
C -2.21 8.68 0.99
O -3.38 8.78 1.19
C -1.19 9.75 1.43
F -0.28 9.98 0.48
F -0.56 9.34 2.53
F -1.82 10.89 1.70
H -2.22 7.09 -2.10
H -3.56 5.98 -1.73
H -3.68 7.70 -1.32
H -1.71 5.72 -0.06
H -3.15 6.37 0.73
C 3.91 -13.28 5.33
C 4.57 -12.93 4.02
O 5.89 -12.37 4.23
C 6.87 -13.24 4.42
O 6.80 -14.43 4.43
C 8.20 -12.47 4.57
F 8.05 -11.41 5.38
F 8.60 -12.03 3.37
F 9.13 -13.27 5.07
H 3.87 -12.41 5.99
H 2.89 -13.63 5.15
H 4.45 -14.07 5.85
H 4.02 -12.16 3.50
H 4.64 -13.80 3.37
C -0.01 14.33 0.54
C -1.30 14.02 1.27
O -1.95 15.22 1.73
C -2.69 15.85 0.83
O -2.89 15.53 -0.30
C -3.35 17.08 1.48
F -2.47 17.75 2.23
F -4.36 16.68 2.26
F -3.82 17.89 0.55
H 0.65 14.93 1.16
H 0.50 13.40 0.27
H -0.21 14.89 -0.38
H -1.10 13.44 2.17
H -1.98 13.44 0.66
C -4.62 -2.68 6.73
C -3.72 -2.06 5.69
O -2.93 -3.06 5.00
C -3.52 -3.70 4.01
O -4.63 -3.54 3.58
C -2.53 -4.70 3.39
F -1.84 -5.36 4.32
F -1.65 -4.01 2.63
F -3.15 -5.57 2.61
H -4.03 -3.27 7.43
H -5.14 -1.90 7.28
H -5.36 -3.33 6.27
H -2.99 -1.39 6.14
H -4.29 -1.48 4.96
C -7.30 2.93 -5.56
C -8.63 2.67 -4.88
O -9.17 3.88 -4.32
C -9.84 4.66 -5.16
O -10.03 4.47 -6.32
C -10.39 5.88 -4.40
F -9.46 6.38 -3.58
F -11.45 5.51 -3.67
F -10.76 6.82 -5.26
H -6.62 3.41 -4.88
H -6.86 2.00 -5.91
H -7.43 3.59 -6.42
H -8.50 2.00 -4.03
H -9.35 2.22 -5.56
C 5.66 -1.46 5.94
C 4.59 -2.53 6.11
O 3.31 -1.93 6.39
C 2.60 -1.50 5.38
O 2.85 -1.55 4.21
C 1.28 -0.90 5.90
F 1.47 -0.14 6.98
F 0.44 -1.89 6.22
F 0.71 -0.15 4.96
H 5.69 -0.82 6.82
H 6.63 -1.93 5.81
H 5.45 -0.84 5.07
H 4.80 -3.16 6.97
H 4.51 -3.16 5.23
```

---

# C51H65CaGeN5O3PS

C51H65CaGeN5O3PS as an isolated structure (wB97M-V/def2-TZVPD, the Open Molecules 2025 dataset).

## Properties
Net charge = -1
Highest occupied orbital energy = -1.159 eV
Energy relative to the best compared isomer or geometry (same formula, charge and spin) = 80.5 kcal/mol

```
128
C51H65CaGeN5O3PS | the Open Molecules 2025 dataset | wB97M-V/def2-TZVPD
Ca 17.55 10.08 13.30
C 21.68 9.24 8.90
C 21.39 8.79 10.33
C 20.26 7.76 10.26
P 20.92 10.08 11.54
C 22.60 10.57 12.34
C 23.86 10.33 11.52
C 22.46 12.02 12.73
C 20.34 11.48 10.55
C 21.32 12.18 9.84
C 20.98 13.29 9.03
C 22.01 14.03 8.26
C 19.64 13.71 8.97
C 18.74 13.16 9.85
C 19.03 12.08 10.69
N 18.04 11.55 11.45
C 16.70 11.87 11.25
C 15.82 10.91 10.71
C 16.26 9.58 10.11
C 14.46 11.22 10.57
C 13.91 12.46 10.92
C 12.44 12.62 10.59
C 14.72 13.38 11.54
C 16.11 13.15 11.69
C 16.84 14.24 12.40
H 22.16 8.37 8.44
H 22.42 10.04 8.82
H 20.84 9.53 8.23
H 22.35 8.33 10.70
H 19.34 8.14 9.76
H 20.00 7.38 11.26
H 20.61 6.89 9.66
H 22.67 9.99 13.26
H 23.82 10.89 10.59
H 24.09 9.29 11.25
H 24.78 10.69 11.98
H 22.65 12.75 11.89
H 23.23 12.20 13.52
H 21.46 12.17 13.23
H 22.36 11.88 9.75
H 21.60 14.84 7.67
H 22.63 13.34 7.66
H 22.76 14.52 8.93
H 19.31 14.39 8.19
H 17.67 13.49 9.77
H 15.59 8.72 10.37
H 17.28 9.30 10.35
H 16.22 9.67 9.01
H 13.85 10.46 10.06
H 12.32 12.01 9.68
H 12.13 13.64 10.36
H 11.78 12.22 11.36
H 14.32 14.36 11.87
H 16.15 14.64 13.22
H 17.11 15.11 11.76
H 17.77 13.81 12.84
O 15.56 9.71 14.50
H 15.20 10.29 15.23
H 14.90 8.93 14.36
O 17.64 7.71 12.71
H 17.70 7.05 13.46
H 17.47 7.06 12.01
O 17.99 5.55 14.33
H 18.58 4.89 13.93
H 17.34 5.09 14.96
N 17.09 3.81 18.33
C 15.69 3.73 18.23
C 15.45 3.77 16.85
N 16.66 3.90 16.16
C 17.59 3.94 17.12
H 17.62 3.63 19.16
H 15.07 3.71 19.08
H 14.45 3.66 16.44
H 18.69 3.96 16.99
C 19.32 10.55 15.06
Ge 19.65 11.04 16.87
C 21.26 10.40 17.72
C 21.93 9.23 17.32
C 22.98 8.72 18.10
C 23.56 9.53 19.05
C 22.99 10.75 19.37
C 21.82 11.15 18.76
C 19.83 12.96 17.00
C 18.70 13.71 17.16
C 18.72 15.06 17.52
C 19.99 15.66 17.60
C 21.12 14.94 17.26
C 21.05 13.63 16.89
C 18.37 10.79 18.40
C 17.64 9.59 18.37
C 16.75 9.16 19.38
C 16.57 10.05 20.44
C 17.28 11.28 20.54
C 18.15 11.66 19.51
H 20.02 10.97 14.28
H 21.53 8.71 16.42
H 23.30 7.68 17.90
H 24.28 9.06 19.71
H 23.36 11.26 20.25
H 21.31 12.01 19.23
H 17.79 13.18 17.07
H 17.84 15.60 17.87
H 20.08 16.66 17.90
H 22.13 15.36 17.36
H 22.02 13.07 16.73
H 17.79 8.99 17.45
H 16.28 8.19 19.28
H 15.88 9.74 21.21
H 17.26 11.87 21.43
H 18.78 12.54 19.61
N 13.92 7.04 12.03
C 12.94 7.54 12.86
S 13.29 7.64 14.49
N 11.76 7.81 12.27
C 10.70 8.44 13.05
C 10.88 9.70 13.62
C 9.77 10.30 14.26
C 8.50 9.68 14.34
C 8.36 8.42 13.74
C 9.43 7.82 13.12
H 14.75 6.76 12.52
H 13.79 6.69 11.11
H 11.58 7.71 11.27
H 11.83 10.21 13.55
H 9.97 11.23 14.76
H 7.70 10.23 14.80
H 7.49 7.80 13.90
H 9.18 6.87 12.63
```

---

# C51H65F37NO21S

A 10-piece molecular cluster, C51H65F37NO21S overall (wB97M-V/def2-TZVPD, the Open Molecules 2025 dataset).

## Properties
Multiplicity = 2
Highest occupied orbital energy (alpha / beta) = -9.334 / -9.812 eV

```
176
C51H65F37NO21S | the Open Molecules 2025 dataset | wB97M-V/def2-TZVPD
C -0.92 -6.98 4.93
C -1.55 -5.50 4.66
C -2.64 -5.27 5.80
C -2.12 -5.54 3.17
C -2.46 -4.06 2.56
C -1.55 -3.97 1.22
C -1.91 -2.75 0.26
F -0.83 -2.47 -0.66
S -4.27 -3.82 2.21
O -4.45 -2.31 2.06
O -4.56 -4.50 0.90
C -5.41 -4.32 3.60
F -5.27 -3.32 4.62
F -5.23 -5.61 4.09
C -6.96 -4.23 3.15
F -7.26 -3.11 2.37
F -7.21 -5.36 2.32
C -8.00 -4.26 4.36
F -7.51 -4.78 5.56
F -9.05 -5.13 3.95
C -8.70 -2.86 4.69
F -7.83 -1.81 4.90
F -9.69 -2.51 3.74
F -9.42 -3.06 5.89
C -2.03 -2.86 3.54
C -0.78 -3.13 4.49
C -1.03 -2.30 5.85
C 0.49 -2.41 3.79
N -0.40 -4.56 4.68
O 0.18 -4.60 5.88
H -1.20 -7.64 4.03
H -1.32 -7.44 5.89
H 0.23 -6.95 4.91
H -3.18 -4.27 5.74
H -3.37 -6.16 5.73
H -2.15 -5.39 6.83
H -1.28 -6.01 2.54
H -3.01 -6.26 3.04
H -1.82 -4.93 0.63
H -0.44 -4.08 1.45
H -2.21 -1.79 0.79
H -2.80 -3.04 -0.40
H -2.88 -2.47 4.20
H -1.75 -1.97 2.87
H -0.08 -2.08 6.43
H -1.83 -2.74 6.53
H -1.44 -1.28 5.51
H 0.58 -2.64 2.69
H 1.40 -2.77 4.39
H 0.45 -1.27 3.99
C 1.39 3.61 0.17
C 2.43 2.53 0.37
O 2.55 2.18 1.76
C 1.57 1.42 2.26
O 0.62 1.03 1.63
C 1.83 1.08 3.73
F 2.15 2.16 4.46
F 2.85 0.21 3.86
F 0.76 0.52 4.32
H 1.63 4.49 0.78
H 1.35 3.92 -0.88
H 0.39 3.28 0.47
H 3.40 2.89 0.05
H 2.20 1.64 -0.23
C -7.18 0.64 0.70
C -6.60 -0.12 -0.48
O -6.11 0.79 -1.48
C -4.93 1.38 -1.20
O -4.30 1.21 -0.20
C -4.50 2.29 -2.35
F -5.49 3.11 -2.76
F -4.12 1.58 -3.44
F -3.46 3.07 -2.03
H -7.96 1.34 0.37
H -7.62 -0.05 1.42
H -6.42 1.23 1.21
H -7.39 -0.71 -0.95
H -5.82 -0.81 -0.17
C -5.93 -1.54 -4.69
C -6.16 -3.02 -4.87
O -4.94 -3.76 -4.75
C -4.47 -3.93 -3.50
O -5.01 -3.50 -2.51
C -3.19 -4.75 -3.50
F -2.29 -4.30 -4.40
F -3.42 -6.04 -3.81
F -2.56 -4.75 -2.31
H -5.17 -1.18 -5.39
H -6.85 -0.98 -4.84
H -5.56 -1.31 -3.69
H -6.55 -3.21 -5.88
H -6.91 -3.41 -4.17
C -4.53 -10.58 10.53
C -3.95 -11.32 9.34
O -3.46 -10.39 8.35
C -2.29 -9.80 8.63
O -1.65 -10.00 9.63
C -1.87 -8.88 7.49
F -2.86 -8.05 7.11
F -1.49 -9.57 6.40
F -0.83 -8.09 7.83
H -5.30 -9.88 10.21
H -4.96 -11.29 11.24
H -3.77 -10.00 11.05
H -4.74 -11.90 8.85
H -3.16 -12.02 9.63
C 7.35 6.22 -2.60
C 6.41 7.04 -1.73
O 5.04 6.86 -2.14
C 4.47 5.71 -1.78
O 5.02 4.84 -1.15
C 3.02 5.66 -2.24
F 2.87 5.99 -3.53
F 2.24 6.50 -1.54
F 2.47 4.43 -2.10
H 7.21 6.46 -3.65
H 8.39 6.41 -2.33
H 7.16 5.15 -2.49
H 6.64 8.10 -1.85
H 6.53 6.81 -0.67
C 8.88 -0.02 -5.21
C 7.61 0.78 -5.41
O 7.78 2.13 -4.94
C 8.49 2.95 -5.74
O 8.98 2.61 -6.79
C 8.57 4.35 -5.15
F 8.93 4.34 -3.84
F 7.38 4.98 -5.21
F 9.45 5.14 -5.78
H 9.20 0.01 -4.17
H 8.73 -1.06 -5.51
H 9.71 0.38 -5.81
H 6.81 0.34 -4.81
H 7.28 0.78 -6.45
C 13.84 2.57 -0.28
C 12.99 3.07 0.87
O 11.89 3.87 0.39
C 10.87 3.19 -0.15
O 10.82 1.99 -0.26
C 9.76 4.14 -0.59
F 10.23 5.18 -1.32
F 9.11 4.68 0.46
F 8.83 3.54 -1.34
H 14.18 3.41 -0.89
H 14.71 2.02 0.10
H 13.28 1.91 -0.94
H 13.59 3.72 1.51
H 12.62 2.25 1.49
C 0.10 7.57 -4.19
C -1.17 8.39 -4.36
O -0.99 9.73 -3.86
C -0.28 10.55 -4.65
O 0.20 10.24 -5.70
C -0.20 11.95 -4.03
F 0.17 11.91 -2.73
F -1.39 12.58 -4.07
F 0.69 12.74 -4.66
H 0.42 7.58 -3.14
H -0.06 6.54 -4.50
H 0.92 7.99 -4.77
H -1.97 7.94 -3.77
H -1.50 8.40 -5.40
C -3.78 3.11 -6.27
C -2.54 2.25 -6.43
O -1.74 2.68 -7.54
C -1.02 3.80 -7.34
O -1.01 4.43 -6.31
C -0.20 4.14 -8.58
F -0.93 4.12 -9.70
F 0.81 3.27 -8.76
F 0.36 5.36 -8.50
H -4.36 3.12 -7.21
H -4.42 2.73 -5.47
H -3.52 4.14 -6.05
H -2.84 1.22 -6.64
H -1.95 2.22 -5.51
```